[1]
Here is a cluster of 14 separate species, C45H118O14 in total in a non-equilibrium geometry from the OMol25 dataset. Energies are from ωB97M-V/def2-TZVPD.

The geometry in XYZ format:
```
177
Properties=species:S:1:pos:R:3:forces:R:3
C -1.2634 2.9009 1.4655 -0.22 -0.38 0.10
C -0.7221 4.1521 2.1898 -1.62 -0.75 -1.22
O 0.6577 4.0757 2.1086 1.07 0.99 0.07
C 1.3878 5.1792 2.6634 -0.59 -0.36 0.01
C 2.8230 4.8975 2.4077 0.81 -0.20 0.23
H -2.3120 2.9669 1.1753 -0.16 0.41 0.24
H -0.7566 2.7179 0.5180 0.38 0.33 0.06
H -1.1939 1.9556 2.0038 0.29 0.15 0.34
H -1.1686 4.9817 1.6417 0.48 0.54 -0.23
H -1.1139 4.2937 3.1970 0.21 -0.45 0.49
H 1.1758 6.1655 2.2506 -0.74 -0.01 -0.45
H 1.1502 5.2454 3.7251 0.10 -0.05 0.29
H 3.0167 3.8826 2.7546 0.34 -0.03 -0.15
H 3.4705 5.5953 2.9388 -0.03 -0.01 0.19
H 3.0868 4.9995 1.3550 -0.20 -0.23 -0.06
C -3.5787 -3.6604 -2.5009 -0.16 -0.23 0.50
C -3.9912 -3.8905 -1.0171 1.00 0.27 -0.51
O -4.5454 -2.7361 -0.4385 -0.89 0.35 0.34
C -5.2160 -2.8943 0.8212 -0.12 0.31 -0.34
C -5.9146 -1.5859 1.0688 0.10 0.14 0.28
H -4.3961 -3.6164 -3.2207 -0.18 0.26 0.30
H -2.9583 -2.7687 -2.5912 -0.21 0.22 0.10
H -2.9325 -4.4648 -2.8521 -0.01 -0.30 0.31
H -4.6869 -4.7165 -0.8690 0.19 -0.29 -0.17
H -3.0597 -4.0121 -0.4642 0.16 -0.95 0.06
H -5.9877 -3.6640 0.8198 0.21 -0.50 -0.51
H -4.5279 -3.1081 1.6390 0.35 -0.23 -0.10
H -5.1897 -0.8851 1.4829 -0.18 0.37 -0.25
H -6.7220 -1.7062 1.7911 0.01 0.01 0.03
H -6.3271 -1.2561 0.1152 -0.01 0.32 0.18
C -2.1332 8.7335 1.5839 -0.88 -1.01 1.26
C -1.0625 8.2304 0.6705 0.34 0.21 -0.98
O -1.2948 6.9317 0.0866 -1.56 1.44 1.25
C -0.3039 6.4886 -0.7973 0.25 0.34 0.96
C -0.8638 5.3228 -1.5383 -0.07 -0.32 -0.96
H -3.0669 9.0414 1.1132 0.14 -0.16 -0.27
H -2.3654 7.9425 2.2970 -0.31 -0.15 0.08
H -1.8159 9.5532 2.2285 0.38 0.17 -0.37
H -1.0329 9.0032 -0.0977 0.57 -0.18 -0.65
H -0.1081 8.2465 1.1967 0.25 -0.18 0.03
H -0.0282 7.3259 -1.4384 0.26 -0.10 -0.38
H 0.5348 6.2214 -0.1545 0.63 -0.20 -0.31
H -0.1294 4.8541 -2.1933 0.24 0.05 0.08
H -1.6469 5.6799 -2.2071 -0.22 -0.07 0.15
H -1.2651 4.5348 -0.9011 0.02 0.25 0.19
C 3.9288 -0.8591 -6.5392 -1.19 -0.73 -0.79
C 2.7744 -0.2108 -5.7512 0.04 0.56 -0.31
O 1.5647 -0.0696 -6.5214 2.21 -0.50 -2.02
C 0.4363 0.3008 -5.8433 -0.50 -0.57 0.71
C -0.7076 0.7456 -6.7123 -0.38 -0.01 -0.60
H 3.5833 -1.7880 -6.9930 -0.20 -0.36 0.26
H 4.2045 -0.3110 -7.4401 0.14 0.58 0.34
H 4.8118 -1.1237 -5.9574 -0.18 0.45 0.26
H 2.5429 -0.7494 -4.8322 0.16 -0.12 0.10
H 3.1109 0.7946 -5.4981 -0.09 0.16 0.45
H 0.0896 -0.6174 -5.3692 -0.30 0.04 0.97
H 0.6878 1.0726 -5.1158 -0.17 0.15 0.36
H -1.5207 1.0301 -6.0445 0.03 0.43 -0.03
H -1.1524 -0.0401 -7.3230 0.36 -0.40 0.04
H -0.4599 1.5296 -7.4279 0.07 0.32 0.34
C -1.2614 -1.6114 0.9685 -0.29 -0.23 0.02
C -0.3208 -0.8527 0.0445 0.06 -0.64 0.43
O -0.9851 -0.0108 -0.8559 0.01 0.18 0.53
C -0.0624 0.5668 -1.7629 -1.86 0.84 -0.89
C -0.7794 1.8005 -2.3664 0.77 -0.45 -0.45
H -0.7353 -2.3198 1.6084 0.46 0.19 0.03
H -1.8425 -0.9784 1.6391 0.01 0.24 -0.17
H -1.9552 -2.2595 0.4331 -0.16 0.28 -0.35
H 0.3969 -0.2654 0.6173 0.06 0.12 0.26
H 0.2630 -1.5767 -0.5238 0.21 -0.24 -0.11
H 0.8883 0.8788 -1.3305 0.07 -0.28 0.40
H 0.0664 -0.1595 -2.5654 0.68 -0.10 -0.10
H -0.0079 2.4749 -2.7381 -0.05 0.33 0.16
H -1.4363 2.2948 -1.6507 0.19 -0.04 0.03
H -1.3506 1.5376 -3.2567 -0.27 -0.17 0.14
C 4.3908 -1.7425 5.7544 -0.53 -0.39 0.01
C 2.9325 -2.2045 5.9494 0.44 0.83 -0.35
O 2.0775 -1.4637 5.0571 1.47 -0.42 0.83
C 0.7762 -1.9180 5.0979 -2.07 0.98 -0.92
C -0.1099 -0.8784 4.3687 0.22 -0.69 0.13
H 4.5961 -0.7070 6.0261 -0.30 0.01 0.00
H 5.0685 -2.3745 6.3282 -0.08 -0.03 0.14
H 4.6519 -1.8953 4.7072 0.00 0.12 -0.08
H 2.8957 -3.2777 5.7620 -0.21 -0.18 -0.35
H 2.5421 -2.0662 6.9576 0.23 0.15 0.27
H 0.6645 -2.8772 4.5924 0.13 -0.31 -0.14
H 0.3151 -2.0361 6.0785 0.57 -0.05 0.61
H 0.2797 -0.7386 3.3604 -0.24 0.13 -0.05
H -0.1782 0.0862 4.8718 0.36 -0.05 0.13
H -1.1292 -1.2630 4.3346 -0.04 -0.06 -0.25
C -0.7337 -8.9956 5.8904 0.16 -0.19 0.21
C -0.0412 -8.3248 4.7296 0.45 0.04 -0.56
O -0.7411 -7.2017 4.2861 -0.61 1.15 -0.02
C 0.0170 -6.3446 3.4525 -0.44 0.49 -0.70
C -0.8524 -5.1947 2.9574 0.18 0.09 -0.09
H -1.5935 -9.5812 5.5650 -0.18 0.30 0.00
H -0.0736 -9.7112 6.3806 0.22 0.00 -0.11
H -1.0163 -8.2737 6.6566 -0.16 0.06 -0.14
H 0.9678 -7.9722 4.9435 0.33 -0.35 0.51
H 0.0341 -8.9930 3.8717 0.21 -0.50 -0.03
H 0.9256 -5.9575 3.9138 0.08 -0.04 0.66
H 0.3706 -6.8436 2.5502 -0.03 -0.55 -0.13
H -1.1439 -4.4858 3.7324 -0.34 -0.35 0.25
H -1.6977 -5.6029 2.4033 -0.20 0.14 0.27
H -0.3190 -4.5751 2.2365 0.32 -0.23 -0.12
C 5.4661 -1.4636 -1.0196 -0.25 0.13 -0.17
C 4.6848 -1.5401 -2.3437 0.62 1.24 0.71
C 3.3735 -2.1995 -2.1635 -1.07 -1.13 0.22
O 4.4729 -0.2224 -2.8354 0.61 -0.71 -1.40
H 6.4970 -1.1402 -1.1638 0.01 -0.14 -0.10
H 5.4302 -2.4034 -0.4686 0.18 -0.10 -0.07
H 4.9880 -0.7060 -0.3986 -0.04 -0.03 0.11
H 5.2631 -2.0988 -3.0796 0.11 0.12 -0.17
H 2.6550 -1.6313 -1.5727 0.18 0.36 0.13
H 3.5144 -3.1441 -1.6381 -0.06 -0.27 -0.05
H 2.8871 -2.4145 -3.1149 0.03 0.02 -0.11
H 4.3184 0.3890 -2.1116 -0.13 0.23 0.64
C 0.5740 -4.2109 -0.7606 -0.03 -0.49 0.25
C 0.6161 -5.7455 -0.9744 0.14 0.91 0.00
C 2.0023 -6.2975 -0.6783 -0.60 -0.24 0.01
O -0.4104 -6.3440 -0.1666 0.27 0.51 0.17
H 0.8785 -3.9343 0.2487 -0.46 -0.31 0.43
H -0.4265 -3.8372 -0.9787 0.03 0.09 0.13
H 1.3057 -3.6265 -1.3184 -0.11 -0.51 -0.70
H 0.3679 -5.9515 -2.0156 0.06 0.06 -0.24
H 2.2300 -6.2024 0.3834 0.10 0.17 0.00
H 2.7313 -5.7674 -1.2913 0.14 -0.13 0.09
H 2.0060 -7.3602 -0.9204 0.27 -0.08 -0.07
H -0.5099 -7.2691 -0.4033 0.11 -0.07 -0.11
C 4.5686 3.8208 -0.9603 -1.02 -1.04 -0.60
C 3.4324 2.7867 -1.2561 0.40 1.10 0.81
C 3.0552 2.7283 -2.7233 0.10 -0.38 0.84
O 3.8583 1.4948 -0.8951 0.18 -0.55 -0.93
H 4.2767 4.8056 -1.3250 0.04 0.11 0.23
H 5.4370 3.4823 -1.5254 0.23 0.11 0.20
H 4.7396 3.8033 0.1161 0.28 0.29 -0.10
H 2.6276 2.9901 -0.5497 -0.64 0.50 -0.37
H 2.4472 3.5665 -3.0636 0.27 0.05 -0.04
H 2.5109 1.7927 -2.8519 -0.09 0.05 -0.36
H 4.0227 2.6388 -3.2172 -0.26 0.12 -0.63
H 4.1225 1.4976 0.0278 0.20 -0.04 0.55
C -4.6268 1.2519 -3.2800 1.46 0.65 0.99
C -4.0243 0.1560 -2.3772 -0.79 0.86 -0.76
O -5.0292 -0.7751 -2.2245 -1.10 -0.94 -0.05
H -4.6179 1.0445 -4.3500 -0.30 -0.26 0.18
H -3.9865 2.1171 -3.1075 0.21 0.31 -0.40
H -5.5855 1.6007 -2.8962 -0.23 -0.53 -0.22
H -3.7642 0.5587 -1.3983 0.32 0.32 0.04
H -3.1430 -0.3195 -2.8077 0.37 0.24 -0.18
H -4.7601 -1.4060 -1.5529 -0.10 -0.45 0.27
C -3.1335 3.6542 -5.7196 1.08 -0.52 -0.07
C -2.6565 4.7514 -4.7455 -1.16 0.40 -0.27
O -2.1001 5.8490 -5.4626 0.56 -0.18 -0.70
H -2.3329 3.3930 -6.4116 0.31 0.53 -0.21
H -4.0062 3.8238 -6.3502 -0.08 0.54 0.40
H -3.2454 2.6753 -5.2534 -0.40 0.27 0.58
H -1.9616 4.3835 -3.9906 0.21 -0.35 -0.25
H -3.4872 5.1912 -4.1938 -0.41 -0.50 0.23
H -2.2093 6.6747 -4.9852 -0.08 -0.19 0.17
C 2.9818 -0.4370 1.8051 0.58 0.62 0.99
C 3.7127 0.6887 2.5954 -0.82 -0.93 -0.89
O 4.4177 1.4593 1.6217 0.64 0.28 0.91
H 2.5338 -0.0242 0.9012 -0.20 0.13 0.20
H 2.2452 -0.8668 2.4840 -0.07 -0.17 -0.31
H 3.6762 -1.2057 1.4663 0.08 -0.03 0.20
H 4.4198 0.3168 3.3368 -0.05 -0.31 -0.04
H 3.0048 1.3281 3.1228 -0.21 0.00 -0.05
H 5.1561 1.8363 2.1057 0.23 0.34 -0.41
C -3.3729 1.0233 3.5305 -0.61 0.21 -0.68
C -4.7584 1.1334 4.1570 1.21 0.00 0.21
O -4.6901 0.2683 5.2801 -0.70 0.03 0.38
H -3.0970 -0.0170 3.3577 -0.19 -0.10 0.08
H -2.6064 1.4584 4.1718 -0.12 0.11 -0.02
H -3.3835 1.5132 2.5568 0.21 0.09 0.05
H -5.5806 0.8894 3.4843 0.06 -0.33 -0.18
H -4.9358 2.1516 4.5031 0.05 0.24 -0.08
H -5.3381 0.6105 5.9003 -0.05 -0.34 0.30
```
Positions in Å, forces in eV/Å.

Properties
LUMO level = 0.4 eV


[2]
Here is a structure of composition C41H44NO3P3PdS from the OMol25 dataset. Energies are from ωB97M-V/def2-TZVPD.

The geometry in XYZ format:
```
94
Properties=species:S:1:pos:R:3:forces:R:3
Pd -0.3038 -0.9283 -0.1390 -0.18 -0.33 0.02
C -3.5622 0.6609 0.8290 0.02 0.01 0.01
C -3.1983 0.2425 2.2478 0.05 0.03 0.03
C -2.4622 1.3351 3.0179 0.01 -0.02 0.00
C -2.4152 -1.0783 2.2886 -0.01 -0.05 0.04
C -2.3325 -1.6223 3.7158 -0.01 0.00 -0.01
O -0.9454 -1.4681 4.0589 -0.01 0.10 0.02
C -0.2791 -1.0910 2.9759 -0.03 -0.03 -0.02
N -0.9775 -0.9499 1.8967 0.03 0.02 -0.09
C 1.1512 -0.8566 3.2365 0.01 -0.03 0.04
C 1.5948 -1.1292 4.5355 0.02 -0.01 0.04
C 2.8981 -0.8711 4.9152 -0.01 0.00 -0.01
C 3.7849 -0.3297 3.9993 0.00 0.01 -0.02
C 3.3585 -0.0692 2.7087 0.01 0.00 0.02
C 2.0471 -0.3245 2.3086 0.08 0.05 -0.04
P 1.7312 -0.0277 0.5413 0.21 0.03 0.06
C 3.0696 -1.0504 -0.1424 0.01 -0.01 0.02
C 2.8889 -2.4336 -0.1212 0.01 0.01 -0.01
C 3.8931 -3.2763 -0.5671 0.00 0.01 0.00
C 5.0847 -2.7400 -1.0429 0.00 -0.01 0.01
C 5.2738 -1.3661 -1.0515 0.01 0.00 -0.01
C 4.2722 -0.5187 -0.5947 -0.01 0.01 -0.02
C 2.1680 1.7004 0.2498 -0.03 -0.03 -0.07
C 2.3188 2.6069 1.2947 0.03 -0.02 0.01
C 2.5704 3.9431 1.0208 0.02 0.00 0.01
C 2.6678 4.3823 -0.2906 -0.01 0.00 0.00
C 2.5064 3.4841 -1.3385 0.00 -0.02 0.00
C 2.2501 2.1509 -1.0685 0.02 0.04 0.02
H -3.8855 1.7023 0.8042 0.00 0.00 0.00
H -4.3818 0.0612 0.4323 0.01 -0.03 -0.02
H -2.7109 0.5736 0.1528 0.01 0.00 -0.01
H -4.1313 0.0254 2.7797 0.00 -0.01 -0.01
H -1.4797 1.5280 2.5905 0.00 0.04 -0.02
H -2.3244 1.0769 4.0700 0.00 0.01 0.00
H -3.0273 2.2662 2.9912 0.00 0.00 0.00
H -2.8835 -1.8124 1.6396 -0.07 0.03 -0.04
H -2.5992 -2.6732 3.8180 0.06 -0.02 -0.02
H -2.9092 -1.0323 4.4237 -0.05 -0.05 0.00
H 0.9056 -1.5394 5.2565 0.01 0.00 0.00
H 3.2161 -1.0901 5.9250 0.00 0.00 0.00
H 4.8077 -0.1187 4.2808 0.00 0.00 0.00
H 4.0663 0.3327 1.9955 0.00 0.00 0.01
H 1.9600 -2.8539 0.2541 0.00 0.00 0.00
H 3.7524 -4.3489 -0.5422 0.00 0.00 0.00
H 5.8691 -3.3959 -1.3957 0.00 0.00 0.00
H 6.2062 -0.9496 -1.4087 0.00 0.00 0.00
H 4.4304 0.5528 -0.6020 0.00 0.00 0.00
H 2.2116 2.2921 2.3233 0.00 0.00 0.00
H 2.6755 4.6419 1.8395 0.00 0.00 0.00
H 2.8658 5.4252 -0.4991 0.00 0.00 0.00
H 2.5776 3.8242 -2.3632 0.00 0.00 0.00
H 2.1070 1.4672 -1.8956 0.00 -0.02 -0.01
C -3.6805 -2.5229 -0.8007 0.02 0.07 -0.06
P -1.8667 -2.6097 -0.7287 0.07 -0.09 0.08
C -1.4820 -3.9851 0.3996 -0.06 0.01 -0.01
C -1.4483 -3.2589 -2.3607 -0.01 0.00 0.00
C -2.0699 -4.3855 -2.8971 0.02 -0.04 -0.02
C -1.7230 -4.8270 -4.1620 -0.01 0.00 0.01
C -0.7636 -4.1421 -4.8994 0.01 0.01 0.00
C -0.1454 -3.0220 -4.3705 0.03 -0.03 0.00
C -0.4835 -2.5803 -3.0920 -0.03 0.03 0.01
P 0.2474 -1.0730 -2.3865 0.04 -0.03 -0.06
C 1.9471 -1.1511 -3.0215 -0.01 0.01 -0.01
C -0.4885 0.2311 -3.4149 -0.03 -0.01 0.04
H -4.0649 -3.5158 -1.0357 -0.01 0.01 0.00
H -3.9718 -1.8368 -1.5959 -0.01 0.02 0.02
H -4.1255 -2.1871 0.1300 -0.01 0.00 0.03
H -2.0809 -4.8630 0.1544 0.00 0.00 -0.01
H -1.6685 -3.7045 1.4354 0.00 0.00 0.00
H -0.4272 -4.2365 0.2891 0.00 -0.01 0.02
H -2.8187 -4.9285 -2.3339 0.00 0.00 0.00
H -2.1999 -5.7043 -4.5772 0.00 0.00 0.00
H -0.4987 -4.4840 -5.8907 0.00 0.00 0.00
H 0.5986 -2.5038 -4.9609 -0.01 0.00 0.00
H 1.9065 -0.9708 -4.0960 0.00 -0.03 0.00
H 2.3761 -2.1338 -2.8334 0.02 0.01 0.04
H 2.5939 -0.4059 -2.5745 0.00 0.05 0.00
H -0.3545 -0.0610 -4.4572 -0.01 0.02 -0.01
H 0.0027 1.1860 -3.2356 0.00 0.00 -0.01
H -1.5538 0.3246 -3.2068 0.00 0.02 0.02
O -0.4908 3.9016 2.2455 -0.02 -0.04 -0.02
C -0.8650 3.7261 1.1258 0.25 0.10 0.24
O -0.5396 2.5348 0.4770 -0.54 -0.02 -0.13
C -1.6248 4.5925 0.2297 0.09 -0.02 0.05
C -2.0709 5.8769 0.5217 -0.04 0.06 0.01
C -2.7549 6.5715 -0.4562 0.02 -0.01 0.02
C -2.9824 5.9864 -1.7049 0.01 -0.01 -0.01
C -2.5377 4.7092 -2.0009 -0.01 -0.05 -0.05
C -1.8512 4.0223 -1.0081 -0.18 -0.02 -0.13
S -1.1842 2.4090 -1.0601 0.22 0.27 0.00
H -1.8756 6.3042 1.4964 0.01 -0.01 0.00
H -3.1138 7.5720 -0.2604 0.00 0.00 0.00
H -3.5165 6.5430 -2.4634 0.00 0.01 0.01
H -2.7207 4.2715 -2.9732 0.00 0.01 0.00
```
Positions in Å, forces in eV/Å.

Properties
Charge = +2
LUMO level = -5.7 eV


What did we get for HOMO-LUMO gap? Answer: 9.46; 7.26 eV, in the order shown.